Formula: C26H72N4O9
Source: OMol25
Level of theory: ωB97M-V with the def2-TZVPD basis set

Calculated values
HOMO level = -0.3175 hartree
Structure (SMILES) = COC[C@H](C)N.COC[C@H](C)N.COC[C@H](C)N.COCCNCCOC.CCO.CCO.CCO.CCO
Gap between HOMO and LUMO = 9.08 eV
DFT total energy = -1929.792885 Ha
ΔE to the lowest compared entry with this formula, charge and spin = 0.4813 eV

```
111
Properties=species:S:1:pos:R:3:forces:R:3
C -2.545882 -6.132459 -1.834840 0.4 0.6 -0.2
O -1.803195 -4.954836 -1.537787 -0.4 0.2 0.0
C -1.253671 -5.012864 -0.219801 -0.9 -0.6 -0.6
C -0.357275 -3.802281 -0.023724 0.1 0.0 0.6
C 0.095855 -3.632396 1.429552 -0.5 0.1 0.3
N -1.020230 -2.558549 -0.396360 0.4 0.0 -0.1
H -3.270229 -5.953120 -2.629364 0.1 0.4 -0.1
H -3.117817 -6.435879 -0.956417 0.2 -0.4 0.0
H -1.819009 -6.851350 -2.215658 -0.3 -0.6 0.4
H -2.104693 -5.021844 0.482045 0.1 0.4 0.2
H -0.817054 -6.016150 -0.111659 0.7 0.3 0.2
H 0.518878 -3.894365 -0.668140 0.0 -0.1 0.0
H 0.792649 -4.348189 1.865724 0.2 -0.1 -0.5
H -0.767467 -3.678714 2.105866 -0.1 0.1 -0.2
H 0.472348 -2.612276 1.499881 0.3 -0.1 0.2
H -1.259980 -2.595853 -1.379112 -0.3 0.1 0.1
H -1.853248 -2.361392 0.158653 0.1 -0.3 -0.3
C -2.279858 4.077247 2.469977 -0.4 -0.5 0.9
O -2.854065 2.778288 2.402190 0.3 0.1 -0.6
C -3.647888 2.392642 3.529238 1.0 0.5 -1.2
C -2.815782 2.166638 4.783161 -0.1 -0.4 1.2
C -1.632972 1.228101 4.517307 0.2 1.0 -0.1
N -3.728271 1.583119 5.826112 0.3 -0.6 -1.2
H -1.579186 4.068619 3.308620 0.2 0.5 -0.1
H -3.060675 4.820762 2.659222 0.0 0.1 0.0
H -1.765825 4.320693 1.546186 0.0 -0.3 -0.1
H -4.435193 3.147372 3.612769 -0.2 -0.3 0.5
H -4.005956 1.436794 3.134859 -0.6 0.0 0.6
H -2.465809 3.085978 5.257872 0.1 0.2 -0.5
H -2.036671 0.281732 4.156762 0.4 -0.2 0.0
H -1.005579 1.112829 5.401495 -0.4 -0.4 0.3
H -0.910403 1.654920 3.814213 -0.4 -0.1 -0.4
H -4.160303 0.806411 5.314807 -0.3 0.1 0.4
H -3.135280 1.080460 6.484488 0.0 0.3 0.2
C 5.020939 2.654544 -1.827970 0.6 -0.3 1.3
O 5.213041 3.894512 -1.153506 -0.8 0.0 -0.8
C 6.558339 4.272939 -1.072750 0.4 0.7 0.5
C 7.241891 4.645285 -2.412522 -0.2 -0.4 0.5
C 8.673751 5.116372 -2.162573 -0.3 -0.4 -0.2
N 6.476008 5.623648 -3.160015 -0.5 0.5 0.1
H 5.536847 1.934578 -1.179424 0.3 -0.4 -0.6
H 5.406920 2.655461 -2.846492 0.0 -0.1 0.0
H 3.995037 2.301298 -1.797226 -0.2 0.7 -0.1
H 6.547391 5.169297 -0.438871 0.0 0.2 -0.2
H 7.131561 3.567670 -0.449733 0.1 -0.4 -0.5
H 7.297946 3.765080 -3.060531 0.1 -0.1 0.2
H 8.751354 6.114373 -1.730819 -0.2 0.0 0.1
H 9.186858 5.129352 -3.123163 0.2 0.0 0.1
H 9.148482 4.400059 -1.489224 0.2 0.1 -0.1
H 6.182327 6.360721 -2.517822 0.2 0.1 -0.1
H 5.587239 5.222789 -3.449634 0.2 -0.1 -0.1
C -3.555891 -1.302143 2.028781 -0.2 -0.3 0.3
O -3.603195 -1.816815 0.717558 -0.2 0.6 -0.2
C -4.675106 -2.732945 0.514521 0.4 -0.7 0.4
C -4.920054 -2.910598 -0.979715 0.2 0.0 0.7
N -5.143575 -1.597041 -1.550328 -1.2 -0.4 0.0
C -4.908930 -1.518309 -2.987850 1.9 -0.3 0.3
C -5.668705 -2.482033 -3.914983 0.1 0.5 0.6
O -5.590395 -2.104474 -5.271310 -0.1 0.3 0.1
C -4.283575 -2.086242 -5.780502 0.7 0.0 -0.1
H -2.736901 -0.595801 2.163304 0.0 0.1 -0.5
H -3.354245 -2.105809 2.749806 -0.3 0.0 0.1
H -4.509497 -0.811017 2.241335 0.1 0.0 0.3
H -5.591828 -2.439655 1.035755 0.1 0.5 -0.1
H -4.337823 -3.660225 0.996265 -0.3 -0.3 -0.3
H -5.803123 -3.549759 -1.073389 0.1 0.0 -0.2
H -4.047369 -3.443047 -1.392197 0.0 0.1 -0.2
H -4.537045 -0.982280 -1.021250 0.1 0.3 -0.5
H -3.855562 -1.832978 -3.096839 0.1 0.2 -0.3
H -4.911039 -0.477216 -3.306008 -0.6 0.0 -0.1
H -6.723132 -2.523266 -3.651888 -0.1 -0.1 -0.1
H -5.193497 -3.460061 -3.803035 -0.3 -0.3 0.1
H -3.557386 -1.559193 -5.152150 -0.3 0.2 0.0
H -4.298378 -1.579506 -6.742389 -0.1 -0.1 -0.1
H -3.854176 -3.088520 -5.904435 -0.3 -0.2 -0.1
C 2.943297 -0.042090 3.791427 0.8 0.8 0.6
C 1.476516 -0.465245 3.876714 0.5 -0.4 -1.3
O 0.921595 -0.623624 5.157446 -0.1 0.1 0.2
H 3.144274 0.991428 3.495153 -0.5 0.0 -0.2
H 3.531582 -0.674040 3.126934 -0.2 -0.1 -0.1
H 3.456607 -0.070211 4.759695 -0.3 -0.4 0.1
H 1.444821 -1.377561 3.265942 -0.4 -0.4 0.5
H 0.825372 0.198512 3.309867 0.0 0.4 0.4
H 1.465559 -1.211961 5.689798 0.1 0.0 -0.1
C 5.847257 -1.050624 -0.305446 0.6 1.4 -0.1
C 5.548940 -0.782967 -1.798739 0.0 -0.3 1.0
O 4.253674 -0.241161 -2.034162 0.0 -0.4 0.0
H 6.155935 -0.088068 0.122554 -0.2 0.0 0.1
H 6.758273 -1.641094 -0.197313 -0.3 -0.4 0.0
H 5.030046 -1.386323 0.328547 -0.1 -0.5 -0.4
H 5.688660 -1.723595 -2.333603 0.0 0.2 -0.4
H 6.255927 -0.016408 -2.113286 0.2 -0.3 -0.4
H 3.727802 -0.958376 -2.397451 -0.2 0.2 0.0
C -2.291440 0.991622 -2.095106 0.4 0.3 0.7
C -1.944515 2.469662 -1.894021 -0.4 -0.3 -0.7
O -0.566283 2.741973 -2.038629 0.2 0.1 0.3
H -1.735099 0.663179 -2.973088 -0.4 -0.2 -0.2
H -3.375419 0.917622 -2.192720 0.0 -0.2 -0.3
H -1.984030 0.364248 -1.254577 0.1 0.1 0.0
H -2.339255 2.871296 -0.957316 0.0 -0.1 0.0
H -2.435247 2.969646 -2.735545 0.0 0.3 0.2
H -0.173214 2.632194 -1.163256 0.0 -0.2 -0.1
C 1.989965 1.245826 0.430884 1.2 0.0 0.9
C 0.719503 0.424803 0.457771 -0.2 1.3 -1.0
O -0.352755 1.393197 0.579830 0.1 -0.3 0.6
H 2.131790 1.996926 -0.345555 -0.6 -0.2 -0.3
H 2.900139 0.634242 0.401914 -0.2 -0.2 -0.2
H 2.094537 1.798632 1.370619 -0.3 0.0 0.0
H 0.736883 -0.281441 1.287310 -0.1 -0.1 -0.2
H 0.535907 -0.065833 -0.501115 0.3 -0.5 0.3
H -1.053366 1.046485 1.143607 0.0 0.1 -0.1
```
Positions in Å, forces in eV/Å.

Formula: C5H9NO
Source: OMol25
Level of theory: ωB97M-V with the def2-TZVPD basis set

Calculated values
HOMO level = -0.3471 hartree
Structure (SMILES) = C=NCCCC=O
Gap between HOMO and LUMO = 10.18 eV
DFT total energy = -325.836088 Ha
ΔE to the lowest compared entry with this formula, charge and spin = 2.7610 eV

```
16
Properties=species:S:1:pos:R:3:forces:R:3
C 1.479731 0.038731 2.307589 2.5 0.1 -0.2
N 0.273460 0.296591 2.127637 -0.3 -0.5 0.5
C -0.439551 -0.047651 0.884479 1.3 0.4 0.9
C 0.460300 -0.216580 -0.316569 0.4 0.2 -1.3
C -0.270751 -0.111967 -1.744105 1.5 0.7 1.9
C -1.700433 0.251498 -1.614743 -1.1 0.2 -1.4
O -2.079046 1.385497 -1.433335 0.3 -0.2 0.4
H 2.260336 -0.383686 1.633414 -1.1 -0.2 -0.6
H 2.089463 0.340311 3.173800 -1.2 0.2 0.5
H -1.121701 0.796411 0.849981 -0.4 -0.3 -0.8
H -0.951957 -0.985753 1.061497 -0.5 0.0 0.2
H 1.293944 0.511256 -0.313822 -0.6 0.0 0.1
H 1.002567 -1.164156 -0.329182 -0.3 -0.2 0.4
H 0.183925 0.808665 -2.120067 0.0 -0.5 -0.7
H -0.006440 -1.023126 -2.280917 -0.5 0.3 -0.4
H -2.473845 -0.496041 -1.885657 0.2 -0.3 0.4
```
Positions in Å, forces in eV/Å.

Formula: C2H3LiO2Sn
Source: OMol25
Level of theory: ωB97M-V with the def2-TZVPD basis set

Calculated values
HOMO level (spin up / spin down) = -0.6347 / -0.6994 hartree
Gap between HOMO and LUMO (spin up / spin down) = 5.85 / 8.35 eV
DFT total energy = -449.464878 Ha
Total charge = +2

```
9
Properties=species:S:1:pos:R:3:forces:R:3
H 1.856594 -2.572152 -0.958103 0.0 -2.6 -3.1
O 1.369783 -2.558983 -1.909292 0.1 0.7 2.9
C 0.708571 -1.495371 -1.498007 1.9 0.3 -2.6
C 1.072447 -1.262425 -0.199908 -2.1 1.6 3.2
O 1.092465 -0.134217 0.464844 0.6 0.0 -1.0
Sn 0.985966 1.891693 0.713175 -6.0 3.7 1.6
Li 2.741288 1.005678 0.309188 5.6 -3.0 -1.1
H 0.385803 -0.790284 -2.251768 -0.9 -0.2 -0.1
H 0.933817 -2.112102 0.457413 0.8 -0.7 0.3
```
Positions in Å, forces in eV/Å.

Formula: C4H12N2O3P
Source: OMol25
Level of theory: ωB97M-V with the def2-TZVPD basis set

Calculated values
HOMO level (spin up / spin down) = -0.1087 / -0.1187 hartree
Gap between HOMO and LUMO (spin up / spin down) = 6.72 / 7.00 eV
DFT total energy = -836.216805 Ha
Total charge = -1
ΔE to the lowest compared entry with this formula, charge and spin = 3.2719 eV

```
22
Properties=species:S:1:pos:R:3:forces:R:3
C -0.595651 2.015190 -0.633298 0.3 1.7 1.0
C 1.592193 -1.879451 0.622922 2.2 -2.3 2.7
C 1.239929 -0.232717 -1.035025 0.1 0.9 1.6
C -0.700247 0.771411 0.250782 2.7 0.8 -1.1
N -0.111249 0.776412 1.521531 0.4 -0.3 -1.0
N 1.991619 -0.581916 0.168005 -1.7 1.9 -1.2
O -1.525884 -1.686330 0.514420 0.3 -1.0 -0.1
O -3.185111 0.232984 0.647985 -1.6 0.7 0.2
O -2.154087 -0.283437 -1.638359 0.1 -0.5 0.6
P -1.999882 -0.370938 0.033861 -0.3 -0.4 -1.1
H -1.033668 1.779557 -1.608787 0.4 0.1 0.2
H 0.442783 2.453313 -0.703257 -0.6 -1.0 -0.2
H -1.102950 2.975621 -0.299193 -0.3 -1.2 0.2
H 2.149002 -2.119693 1.713696 -1.2 0.6 -2.6
H 0.513859 -1.919425 0.869377 0.4 -0.7 -0.8
H 2.058964 -2.694283 -0.092685 -1.5 1.4 1.3
H 1.723485 0.641276 -1.499957 -0.7 -0.4 -0.2
H 0.776879 -0.992409 -1.651460 0.3 -0.3 0.0
H -0.123029 -0.035112 2.130477 -0.7 0.2 -0.4
H -0.053380 1.647307 1.980937 0.2 0.8 0.5
H 1.448516 0.151902 0.753807 1.6 -1.2 0.3
H -1.352083 -0.649270 -2.045786 -0.3 0.0 0.3
```
Positions in Å, forces in eV/Å.